1.
ORCA calculation (ωB97M-V with the def2-TZVPD basis set) on C5H3N in the gas phase at a distorted geometry.

E_tot: -6717.519 eV
M: 77.09 g mol⁻¹
Relative energy (zero: lowest compared OMol25 entry of this formula, charge and spin): 3.204 eV
2S+1: 1
Strongest force on any atom: 1.82 eV/Å

```
9
C5H3N ωB97M-V with the def2-TZVPD basis set
C -0.90 0.56 0.08
C -1.25 -0.21 -0.94
C -1.03 -0.87 -2.01
C 0.35 0.03 0.89
C 1.21 -0.50 -0.12
N 1.87 -0.64 -1.04
H -1.44 1.48 0.25
H 0.97 0.86 1.22
H 0.22 -0.71 1.68
```

Atom charges from the Mulliken analysis, given in e for atoms 1 to 4: number 1, C, carries -0.221; number 2, C, carries 0.095; number 3, C, carries -0.326; number 4, C, carries -0.247

---

2.
ORCA calculation (ωB97M-V with the def2-TZVPD basis set) on 12 unconnected molecules or ions with the total composition C36H102N6O18 at a distorted geometry.

E_tot: -84773.923 eV
M: 907.24 g mol⁻¹
Relative energy (zero: lowest compared OMol25 entry of this formula, charge and spin): 3.537 eV
2S+1: 1
Strongest force on any atom: 2.94 eV/Å
SMILES: COC[C@H](C)N.COC[C@H](C)N.COC[C@H](C)N.COC[C@H](C)N.COC[C@H](C)N.COC[C@H](C)N.OCCO.OCCO.OCCO.OCCO.OCCO.OCCO

```
162
C36H102N6O18 ωB97M-V with the def2-TZVPD basis set
C 4.60 4.05 0.80
C 3.33 4.85 1.01
O 2.70 5.39 -0.12
O 4.46 2.93 -0.10
H 4.92 3.59 1.75
H 5.43 4.64 0.42
H 3.54 5.64 1.74
H 2.65 4.14 1.50
H 2.88 4.95 -0.98
H 3.58 3.07 -0.48
C -3.07 -0.01 4.11
C -3.71 -1.03 3.14
O -5.06 -1.22 3.55
O -3.82 1.20 4.23
H -2.08 0.27 3.75
H -3.07 -0.47 5.09
H -3.15 -1.96 3.16
H -3.73 -0.63 2.12
H -5.27 -0.47 4.12
H -3.84 1.59 3.35
C 2.22 3.19 -3.12
C 2.53 1.71 -2.96
O 3.81 1.29 -3.41
O 3.15 4.01 -2.41
H 1.17 3.36 -2.89
H 2.33 3.50 -4.16
H 1.78 1.16 -3.53
H 2.51 1.54 -1.88
H 3.82 1.19 -4.37
H 4.02 3.94 -2.81
C 1.45 -4.57 2.49
C 1.09 -3.10 2.72
O -0.33 -3.01 2.83
O 0.79 -5.08 1.33
H 1.17 -5.10 3.42
H 2.52 -4.78 2.48
H 1.54 -2.50 1.94
H 1.62 -2.72 3.59
H -0.61 -3.17 3.74
H -0.02 -4.55 1.33
C -4.91 -5.09 1.30
C -4.68 -4.19 0.10
O -5.84 -3.75 -0.57
O -5.22 -4.38 2.49
H -3.97 -5.62 1.49
H -5.59 -5.89 1.01
H -4.15 -4.73 -0.69
H -3.93 -3.43 0.36
H -6.36 -3.18 0.01
H -5.32 -3.44 2.28
C 3.99 -0.56 0.66
C 4.73 -1.09 1.86
O 3.83 -1.35 2.94
O 3.23 0.58 1.07
H 3.36 -1.33 0.19
H 4.67 -0.36 -0.18
H 5.40 -0.34 2.27
H 5.32 -1.98 1.60
H 3.19 -0.64 2.99
H 3.42 1.25 0.39
C 0.81 0.66 3.94
C 1.68 1.82 4.45
C 2.55 1.41 5.66
O 3.23 2.49 6.28
C 2.43 3.58 6.71
N 2.47 2.40 3.40
H 1.51 -0.19 3.93
H 0.45 0.69 2.91
H 0.05 0.34 4.65
H 0.95 2.58 4.72
H 3.41 0.83 5.32
H 2.03 0.79 6.41
H 3.08 4.15 7.36
H 1.52 3.25 7.22
H 2.04 4.19 5.88
H 2.94 3.22 3.74
H 2.99 1.78 2.80
C 2.73 -3.50 -1.44
C 4.05 -4.17 -1.86
C 4.61 -5.06 -0.76
O 4.57 -4.46 0.52
C 5.34 -5.10 1.50
N 3.76 -4.98 -3.05
H 1.96 -4.25 -1.25
H 2.44 -2.70 -2.12
H 2.88 -3.09 -0.43
H 4.78 -3.38 -2.07
H 5.61 -5.39 -1.08
H 4.01 -5.97 -0.69
H 5.19 -4.51 2.40
H 6.43 -5.13 1.38
H 5.01 -6.12 1.73
H 3.51 -4.36 -3.82
H 4.63 -5.40 -3.36
C -0.23 -1.85 -0.27
C -1.29 -0.75 -0.34
C -0.97 0.50 -1.12
O 0.29 1.02 -0.72
C 0.25 2.10 0.17
N -2.51 -1.40 -0.91
H 0.19 -1.97 -1.28
H -0.58 -2.79 0.13
H 0.69 -1.50 0.21
H -1.64 -0.53 0.68
H -1.68 1.33 -1.11
H -0.90 0.22 -2.18
H 1.14 2.13 0.80
H -0.60 2.12 0.87
H 0.26 3.10 -0.30
H -2.47 -2.39 -0.70
H -2.37 -1.36 -1.92
C -3.08 3.01 -3.61
C -3.69 2.55 -4.95
C -3.65 1.00 -4.95
O -4.44 0.36 -5.95
C -3.68 0.17 -7.12
N -5.03 3.07 -5.07
H -2.07 2.59 -3.57
H -3.64 2.70 -2.73
H -3.01 4.09 -3.61
H -3.04 2.97 -5.71
H -4.15 0.69 -4.02
H -2.60 0.70 -4.94
H -4.29 -0.30 -7.89
H -2.79 -0.46 -6.99
H -3.27 1.06 -7.61
H -5.58 2.79 -4.26
H -5.49 2.83 -5.93
C -3.38 7.84 3.75
C -3.28 7.04 2.43
C -2.18 6.00 2.51
O -0.92 6.65 2.48
C 0.12 5.77 2.11
N -4.59 6.40 2.23
H -2.48 8.46 3.80
H -3.28 7.18 4.61
H -4.22 8.51 3.83
H -3.10 7.80 1.67
H -2.33 5.37 1.62
H -2.23 5.37 3.39
H 1.05 6.23 2.46
H 0.19 5.65 1.03
H -0.05 4.80 2.58
H -5.37 7.04 2.25
H -4.63 5.97 1.31
C -1.31 -5.94 -4.71
C -0.38 -4.69 -4.67
C -0.86 -3.63 -3.69
O -2.24 -3.33 -3.74
C -2.63 -2.70 -4.95
N 0.97 -5.11 -4.32
H -2.26 -5.67 -5.18
H -1.45 -6.30 -3.69
H -0.79 -6.64 -5.36
H -0.33 -4.23 -5.67
H -0.29 -2.70 -3.82
H -0.71 -4.03 -2.68
H -2.99 -3.47 -5.64
H -1.74 -2.23 -5.38
H -3.48 -2.02 -4.85
H 1.23 -4.82 -3.38
H 1.15 -6.08 -4.47
```

Atom charges from the Mulliken analysis, given in e for atoms 1 to 4: number 1, C, carries -0.554; number 2, C, carries -0.104; number 3, O, carries -0.604; number 4, O, carries -0.414

---

3.
ORCA calculation (ωB97M-V with the def2-TZVPD basis set) on a molecular structure, C26H42BClNO24S2 at a distorted geometry.

E_tot: -113147.731 eV
M: 863.00 g mol⁻¹
Relative energy (zero: lowest compared OMol25 entry of this formula, charge and spin): 0.925 eV
2S+1: 1
Strongest force on any atom: 1.93 eV/Å
Charge: -1

```
97
C26H42BClNO24S2 ωB97M-V with the def2-TZVPD basis set
C 0.19 -3.24 -5.17
C -0.69 -2.41 -4.25
O -1.44 -1.43 -4.98
B -2.68 -1.75 -5.38
O -3.03 -1.67 -6.69
S -4.03 -2.20 -4.11
O -3.62 -1.49 -2.93
O -5.29 -1.73 -4.60
N -4.02 -3.78 -3.68
S -4.45 -4.81 -4.81
O -5.29 -4.31 -5.84
O -4.92 -5.98 -4.16
Cl -2.73 -5.44 -5.78
H -0.44 -3.84 -5.82
H 0.82 -3.87 -4.56
H 0.76 -2.58 -5.80
H -0.03 -1.89 -3.58
H -1.29 -3.08 -3.65
H -3.58 -0.87 -6.79
C 2.44 0.95 0.22
C 2.87 0.70 -1.21
C 2.23 1.60 -2.23
O 2.26 0.78 -3.42
C 2.22 -0.51 -3.00
O 2.01 -1.43 -3.71
O 2.42 -0.59 -1.67
H 2.79 0.15 0.86
H 2.83 1.90 0.58
H 1.36 0.97 0.29
H 3.96 0.73 -1.29
H 2.78 2.53 -2.39
H 1.19 1.83 -2.01
C 1.72 -0.27 6.65
C 1.29 -0.68 5.27
C 2.40 -1.17 4.36
O 1.86 -0.85 3.06
C 1.02 0.21 3.21
O 0.55 0.82 2.31
O 0.80 0.45 4.52
H 0.90 0.23 7.17
H 2.02 -1.14 7.23
H 2.55 0.43 6.61
H 0.48 -1.41 5.33
H 2.59 -2.23 4.45
H 3.33 -0.62 4.49
C -3.45 -4.35 3.88
C -3.21 -4.00 5.33
C -3.60 -2.60 5.72
O -2.72 -2.35 6.83
C -1.62 -3.11 6.66
O -0.61 -3.02 7.29
O -1.81 -4.00 5.65
H -2.99 -5.31 3.64
H -4.51 -4.42 3.67
H -3.00 -3.61 3.22
H -3.70 -4.74 5.98
H -4.64 -2.50 6.02
H -3.38 -1.87 4.94
C -2.76 2.41 -3.59
C -2.38 2.80 -2.19
C -2.76 4.21 -1.80
O -1.78 4.52 -0.80
C -0.68 3.78 -1.06
O 0.37 3.93 -0.53
O -0.94 2.86 -2.02
H -2.30 1.45 -3.86
H -3.84 2.31 -3.68
H -2.41 3.15 -4.31
H -2.77 2.07 -1.47
H -3.77 4.29 -1.39
H -2.65 4.92 -2.62
C 7.32 -0.96 8.93
C 6.80 -1.68 7.71
C 6.66 -0.81 6.48
O 5.62 -1.49 5.76
C 4.85 -2.13 6.68
O 3.80 -2.63 6.44
O 5.44 -2.11 7.90
H 7.23 -1.60 9.81
H 8.37 -0.70 8.81
H 6.75 -0.06 9.13
H 7.41 -2.56 7.50
H 7.57 -0.76 5.88
H 6.32 0.20 6.71
C -0.81 6.20 -5.69
C -1.29 5.57 -6.97
C -2.34 6.35 -7.73
O -3.03 5.31 -8.43
C -2.91 4.17 -7.71
O -3.51 3.17 -7.91
O -2.00 4.34 -6.71
H -0.20 5.51 -5.12
H -0.22 7.10 -5.91
H -1.66 6.49 -5.06
H -0.44 5.33 -7.61
H -1.92 7.07 -8.42
H -3.05 6.85 -7.07
```

Atom charges from the Mulliken analysis, given in e for atoms 1 to 4: number 1, C, carries -1.157; number 2, C, carries 0.257; number 3, O, carries -0.353; number 4, B, carries 0.500

---

4.
ORCA calculation (ωB97M-V with the def2-TZVPD basis set) on 6 unconnected molecules or ions with the total composition C19H35BBr10NO at a distorted geometry.

E_tot: -724909.807 eV
M: 1103.35 g mol⁻¹
2S+1: 1
Strongest force on any atom: 3.64 eV/Å
Charge: -1

```
67
C19H35BBr10NO ωB97M-V with the def2-TZVPD basis set
C 0.47 3.62 2.49
C -0.69 3.27 3.49
O -0.97 1.88 3.36
C -1.86 1.65 2.26
C -2.17 0.12 2.07
B -1.20 -0.55 0.91
C 0.33 -0.64 1.55
C 1.38 -0.06 0.76
C 2.72 -0.05 1.25
C 2.85 -0.66 2.55
C 1.71 -1.22 3.16
N 0.42 -1.26 2.76
H 0.15 3.50 1.43
H 1.35 2.96 2.66
H 0.77 4.70 2.65
H -1.59 3.90 3.34
H -0.27 3.44 4.51
H -2.84 2.13 2.54
H -1.50 2.11 1.31
H -3.25 0.01 1.78
H -2.07 -0.34 3.08
H -1.57 -1.63 0.53
H -1.21 0.22 -0.03
H 1.15 0.38 -0.22
H 3.57 0.37 0.69
H 3.83 -0.70 3.05
H 1.89 -1.70 4.15
Br -1.72 -4.46 -2.08
C -2.93 -4.59 -0.56
C -4.25 -3.93 -0.85
Br -4.09 -1.99 -0.74
H -2.41 -4.15 0.29
H -3.06 -5.66 -0.39
H -4.98 -4.20 -0.09
H -4.64 -4.17 -1.83
Br 4.13 4.17 4.20
C 3.91 5.96 3.47
C 3.47 6.93 4.54
Br 1.58 6.71 4.94
H 3.21 5.88 2.64
H 4.89 6.23 3.09
H 3.57 7.95 4.18
H 4.01 6.81 5.47
Br -6.75 -5.86 -2.69
C -6.61 -5.01 -4.44
C -5.60 -5.72 -5.31
Br -3.77 -5.26 -4.81
H -6.38 -3.97 -4.27
H -7.61 -5.10 -4.87
H -5.70 -5.39 -6.34
H -5.68 -6.80 -5.26
Br 6.78 4.79 0.36
C 5.55 3.27 0.44
C 4.54 3.33 -0.68
Br 3.16 4.64 -0.32
H 5.09 3.29 1.43
H 6.18 2.39 0.35
H 4.02 2.38 -0.76
H 4.98 3.58 -1.64
Br 0.54 -1.47 -4.65
C 0.54 -3.40 -4.95
C 1.03 -3.74 -6.33
Br -0.33 -3.40 -7.68
H -0.47 -3.74 -4.75
H 1.21 -3.80 -4.19
H 1.24 -4.81 -6.40
H 1.92 -3.18 -6.62
```

Atom charges from the Mulliken analysis, given in e for atoms 1 to 4: number 1, C, carries -0.470; number 2, C, carries -0.425; number 3, O, carries -0.342; number 4, C, carries -0.226

---

5.
ORCA calculation (ωB97M-V with the def2-TZVPD basis set) on C4H5NO2 in the gas phase at a distorted geometry.

E_tot: -9811.144 eV
M: 99.09 g mol⁻¹
Relative energy (zero: lowest compared OMol25 entry of this formula, charge and spin): 3.171 eV
2S+1: 1
Strongest force on any atom: 2.53 eV/Å
SMILES: O=C1NC[C@H]2O[C@@H]12

```
12
C4H5NO2 ωB97M-V with the def2-TZVPD basis set
O -1.44 -0.65 2.06
C -0.66 -0.46 1.15
N -0.01 0.73 0.95
C 0.36 1.02 -0.41
C 0.65 -0.30 -1.07
O 1.04 -1.42 -0.40
C -0.34 -1.34 -0.03
H -0.32 1.48 1.54
H 1.11 1.81 -0.46
H -0.49 1.35 -1.03
H 1.20 -0.12 -2.04
H -1.10 -2.09 -0.27
```

Atom charges from the Mulliken analysis, given in e for atoms 1 to 4: number 1, O, carries -0.617; number 2, C, carries 0.375; number 3, N, carries -0.236; number 4, C, carries -0.459

---

6.
ORCA calculation (ωB97M-V with the def2-TZVPD basis set) on a molecular structure, C8H23AsP at a distorted geometry.

E_tot: -78792.818 eV
M: 225.17 g mol⁻¹
Relative energy (zero: lowest compared OMol25 entry of this formula, charge and spin): 0.476 eV
2S+1: 1
Strongest force on any atom: 1.65 eV/Å
Charge: -1

```
33
C8H23AsP ωB97M-V with the def2-TZVPD basis set
C 3.62 -0.99 -0.96
C 3.67 0.40 -0.34
C 2.65 0.58 0.78
C 1.20 0.43 0.32
C 0.61 1.72 -0.21
C -0.74 1.60 -0.90
As -2.32 1.18 0.35
P -1.98 -1.16 0.02
C -2.11 -2.03 1.65
C -3.31 -1.86 -1.09
H 3.53 -1.73 -0.16
H 4.53 -1.20 -1.50
H 2.78 -1.11 -1.62
H 4.68 0.54 0.05
H 3.48 1.15 -1.10
H 2.77 1.55 1.26
H 2.85 -0.19 1.53
H 1.10 -0.35 -0.43
H 0.60 0.09 1.16
H 0.55 2.44 0.61
H 1.32 2.13 -0.94
H -0.99 2.57 -1.32
H -0.74 0.85 -1.69
H -3.31 1.26 -0.92
H -3.57 0.92 1.32
H -1.34 1.09 1.60
H -2.53 2.74 0.58
H -1.10 -2.12 2.04
H -2.68 -1.48 2.40
H -2.51 -3.03 1.53
H -3.93 -1.07 -1.50
H -3.94 -2.59 -0.59
H -2.83 -2.36 -1.92
```

Atom charges from the Mulliken analysis, given in e for atoms 1 to 4: number 1, C, carries -1.189; number 2, C, carries -0.374; number 3, C, carries -0.964; number 4, C, carries -0.023

---

7.
ORCA calculation (ωB97M-V with the def2-TZVPD basis set) on 2 unconnected molecules or ions with the total composition C4H13NO3 at a distorted geometry.

E_tot: -11988.642 eV
M: 123.15 g mol⁻¹
Relative energy (zero: lowest compared OMol25 entry of this formula, charge and spin): 3.830 eV
2S+1: 1
Strongest force on any atom: 5.65 eV/Å
SMILES: N[C@@H](CO)CCO.O

```
21
C4H13NO3 ωB97M-V with the def2-TZVPD basis set
C 0.39 -2.89 0.02
O 1.55 -3.71 -0.63
C 0.46 -1.30 -0.06
C -0.51 -0.72 0.99
C -1.27 0.51 0.43
O -0.58 1.69 0.39
N 1.83 -0.70 0.28
H -0.48 -3.41 -0.46
H 0.44 -2.96 1.05
H 1.12 -3.59 -1.61
H 0.18 -0.85 -1.09
H 0.00 -0.71 1.96
H -1.26 -1.37 1.35
H -2.16 0.92 1.12
H -1.60 0.29 -0.55
H 2.43 -0.90 -0.45
H 0.27 1.59 -0.11
H 2.15 -1.11 1.06
H -0.92 5.82 -0.81
H -0.81 6.76 -1.86
O -1.24 6.65 -1.02
```

Atom charges from the Mulliken analysis, given in e for atoms 1 to 4: number 1, C, carries -0.976; number 2, O, carries -0.535; number 3, C, carries 0.334; number 4, C, carries -0.800

---

8.
ORCA calculation (ωB97M-V with the def2-TZVPD basis set) on C5H6O in the gas phase at a distorted geometry.

E_tot: -7326.152 eV
M: 82.10 g mol⁻¹
Relative energy (zero: lowest compared OMol25 entry of this formula, charge and spin): 3.132 eV
2S+1: 1
Strongest force on any atom: 1.39 eV/Å
SMILES: C1=CCCOC=1

```
12
C5H6O ωB97M-V with the def2-TZVPD basis set
C 1.59 0.56 0.32
C 1.47 -0.12 -0.82
C 0.27 -0.51 -1.23
C -0.71 -0.83 -0.13
C -0.80 0.50 0.63
O 0.44 1.19 0.74
H 2.45 0.80 0.93
H -0.05 -0.42 -2.25
H -1.70 -1.11 -0.50
H -0.34 -1.63 0.51
H -1.14 0.37 1.65
H -1.48 1.19 0.15
```

Atom charges from the Mulliken analysis, given in e for atoms 1 to 4: number 1, C, carries -0.239; number 2, C, carries -0.228; number 3, C, carries -0.211; number 4, C, carries -0.412